--- w ---
The following is a DFT calculation (ωB97M-V/def2-TZVPD) of the molecule C2H3BrN2S.

```
9
Properties=species:S:1:pos:R:3:nbo_charge:R:1
C 0.13952 -0.70007 -0.93842 0.093
C -0.21069 0.56061 -0.04230 -0.301
N 0.13787 -1.84739 -0.62974 -0.360
N 0.05870 0.27555 1.29671 -0.622
S -0.69241 -0.95359 2.04692 0.331
Br 0.53305 0.04613 -2.76638 -0.028
H 0.33323 1.43167 -0.40311 0.238
H -1.28637 0.67799 -0.20149 0.243
H 0.98712 0.50910 1.63779 0.405
```

## Properties
HOMO level (alpha / beta) ... -8.7 / -8.7 eV
Charge ... 0
Gap between HOMO and LUMO (alpha / beta) ... 6.0 / 6.0 eV

---

--- x ---
The following is a DFT calculation (ωB97M-V/def2-TZVPD) of a structure of composition C2H3BrN2S.

```
9
Properties=species:S:1:pos:R:3:nbo_charge:R:1
C 0.60049 1.39061 -0.18761 -0.060
C 0.27278 -1.20274 0.07752 -0.384
N -0.50506 1.26106 0.41144 -0.250
N -0.92461 0.11291 0.69798 -0.264
S 1.45497 -0.11545 -0.73420 0.168
Br -2.48715 -0.44731 -0.19897 0.144
H 1.24016 2.23225 -0.48106 0.232
H 0.63851 -1.53990 0.97872 0.214
H -0.29009 -1.69144 -0.56381 0.201
```

## Properties
HOMO level ... -8.6 eV
Charge ... 0
Gap between HOMO and LUMO ... 8.4 eV

---

--- y ---
The following is a DFT calculation (ωB97M-V/def2-TZVPD) of the molecule C2H3BrN2S.

```
9
Properties=species:S:1:pos:R:3:nbo_charge:R:1
C 1.19841 -0.20913 -0.20111 -0.423
C -1.07105 -0.18030 0.53558 -0.151
N 0.26711 -0.59110 -1.23596 -0.057
N -0.84390 -0.49301 -0.81154 -0.165
S 0.40824 -0.44444 1.49074 0.278
Br -1.34624 2.07874 0.01905 -0.227
H 2.10911 -0.67900 -0.36295 0.230
H 1.35318 0.89705 -0.36950 0.256
H -2.07485 -0.37882 0.93569 0.258
```

## Properties
SMILES ... Br[C@H]1N=NCS1
HOMO level ... -9.8 eV
Charge ... 0
Gap between HOMO and LUMO ... 8.5 eV

---

Stability ranking, top entry: y; the second entry is 20.1 kcal/mol less favorable.

---

--- w ---
The following is a DFT calculation (ωB97M-V/def2-TZVPD) of a cluster of 2 separate species, C6H11FO2 in total.

```
20
Properties=species:S:1:pos:R:3:nbo_charge:R:1
C -0.49937 -2.39874 -0.58501 0.429
C 0.92980 2.97804 1.57101 -0.597
C 2.02958 0.03028 0.15663 -0.485
C -2.30405 -1.67679 -2.01748 -0.298
C 0.39798 1.92468 0.64932 -0.479
C 1.03685 0.58536 0.84587 0.454
O -1.09813 -3.63849 -0.41285 -0.766
O -1.06018 -1.53994 -1.27337 -0.488
F 0.55665 0.05056 2.02485 -0.364
H 2.05603 3.12872 1.44309 0.206
H 0.67398 2.67843 2.50571 0.212
H 0.66232 3.96005 1.43618 0.212
H 2.36539 0.51942 -0.64957 0.196
H -0.62874 -4.33717 0.09450 0.517
H 2.40522 -0.85276 0.41011 0.209
H -2.22109 -1.01187 -2.81133 0.198
H -3.03495 -1.49286 -1.16241 0.216
H -2.28015 -2.54604 -2.54774 0.197
H -0.59847 1.59942 0.73719 0.219
H 0.61133 2.03971 -0.41471 0.210
```

## Properties
HOMO level ... -8.0 eV
Charge ... 0
Gap between HOMO and LUMO ... 8.8 eV

---

--- x ---
The following is a DFT calculation (ωB97M-V/def2-TZVPD) of a cluster of 2 separate species, C6H11FO2 in total.

```
20
Properties=species:S:1:pos:R:3:nbo_charge:R:1
C -1.01648 -0.75204 -2.19172 -0.636
C 0.10573 -0.80886 -1.18875 -0.270
C 2.25854 -0.93276 0.74001 -0.604
C 1.51957 0.35596 0.52628 -0.468
C -2.28127 0.99131 1.85566 0.657
C 0.50175 0.28340 -0.57509 0.406
O -1.84212 2.20230 1.34041 -0.728
O -2.03499 -0.06280 1.36792 -0.574
F -0.07093 1.50720 -0.79344 -0.366
H -1.58561 0.18738 -2.20520 0.224
H -1.63468 -1.56232 -1.92952 0.218
H 0.66008 -1.75212 -1.07634 0.222
H 2.81965 -1.17736 -0.22053 0.211
H 2.75649 -0.79044 1.66800 0.221
H 1.49251 -1.74409 0.82201 0.209
H 2.21981 1.12441 0.22711 0.217
H 0.93150 0.51404 1.43071 0.218
H -2.98998 1.25739 2.80152 0.120
H -1.16238 2.09884 0.59514 0.511
H -0.64719 -0.93943 -3.19418 0.213
```

## Properties
SMILES ... C/C=C(\F)CC.O=CO
HOMO level ... -9.3 eV
Charge ... 0
Gap between HOMO and LUMO ... 10.3 eV

---

Stability ranking, top entry: x; the second entry is 87.4 kcal/mol less favorable.

---

--- w ---
The following is a DFT calculation (ωB97M-V/def2-TZVPD) of a cluster of 2 separate species, C3H2ClF in total.

```
7
Properties=species:S:1:pos:R:3:nbo_charge:R:1
C -0.61433 -1.49069 0.84171 0.376
C 0.57170 -1.81707 0.50564 -0.147
C -0.05124 -0.37443 0.10549 -0.313
F -2.26472 -2.45854 1.72240 -0.496
Cl 1.92600 -2.73652 0.38824 0.177
H -0.31859 -0.20332 -0.92781 0.202
H 0.27919 0.50704 0.64147 0.201
```

## Properties
HOMO level (alpha / beta) ... -10.7 / -10.7 eV
Charge ... 0
Gap between HOMO and LUMO (alpha / beta) ... 8.8 / 8.8 eV

---

--- x ---
The following is a DFT calculation (ωB97M-V/def2-TZVPD) of the molecule C3H2ClF.

```
7
Properties=species:S:1:pos:R:3:nbo_charge:R:1
C -0.20317 0.89729 -0.06647 0.401
C -0.82874 -0.21647 0.05507 -0.160
C 0.68815 -0.27822 0.03842 -0.422
F -0.08441 2.21681 0.03476 -0.278
Cl -2.08701 -1.25872 0.01245 0.115
H 1.23585 -0.75733 -0.91480 0.157
H 1.27934 -0.60335 0.84056 0.188
```

## Properties
SMILES ... FC1=C(Cl)C1
HOMO level ... -9.3 eV
Charge ... 0
Gap between HOMO and LUMO ... 10.1 eV

---

--- y ---
The following is a DFT calculation (ωB97M-V/def2-TZVPD) of a cluster of 2 separate species, C3H2ClF in total.

```
7
Properties=species:S:1:pos:R:3:nbo_charge:R:1
C 0.97166 0.66240 -0.84182 0.029
C 1.19537 1.92009 -1.10225 0.033
C 0.67011 -0.56582 -0.26702 -0.133
F 2.50939 -0.74681 -2.21407 -0.612
Cl 0.28709 3.29470 -1.07217 0.189
H 0.61351 -1.57327 -0.75991 0.276
H 0.90812 -0.67598 0.79547 0.218
```

## Properties
HOMO level (alpha / beta) ... -9.7 / -9.1 eV
Charge ... 0
Gap between HOMO and LUMO (alpha / beta) ... 6.1 / 5.3 eV

---

Stability ranking, top entry: x; the second entry is 71.4 kcal/mol less favorable.